Entry 1:
17
Properties=species:S:1:pos:R:3:nbo_charge:R:1 method="wB97M-V/def2-TZVPD" total_charge=+1 gap_ev="9.75 / 9.75" e_tot_ev=-18591.8944 lumo_energy_ev="-5.1 / -5.1" e_above_lowest_kj_mol=380.1 homo_energy_ev="-14.885 / -14.886"
C -1.93 1.08 -1.22 -0.428
C 0.64 -1.91 1.50 -0.431
N -1.10 0.10 -0.55 -0.967
N 1.16 -1.21 0.32 -0.956
O 1.25 0.60 -1.40 -0.985
O 0.93 2.16 0.79 -0.917
P 0.45 0.14 -0.16 2.311
H -2.77 0.72 -1.69 0.238
H -2.49 1.88 -0.57 0.243
H -1.23 1.51 -2.01 0.227
H 0.96 -1.24 2.23 0.220
H -0.43 -2.19 1.56 0.231
H 1.05 -2.87 1.62 0.250
H -1.62 -0.76 -0.46 0.452
H 1.93 -1.39 -0.29 0.466
H 1.84 1.35 -1.33 0.568
H 1.38 2.02 1.67 0.480

Entry 2:
22
Properties=species:S:1:pos:R:3:nbo_charge:R:1 method="wB97M-V/def2-TZVPD" gap_ev=8.50 e_tot_ev=-7950.6095 lumo_energy_ev=0.7 e_above_lowest_kj_mol=497.6 homo_energy_ev=-7.756
C -3.69 1.14 1.33 -0.850
N -0.81 -0.09 0.92 -0.683
C 0.12 -0.02 -0.05 0.287
C 1.21 -0.89 0.03 -0.351
C 1.56 -1.51 -1.32 -0.606
C 2.36 -0.12 0.71 -0.605
C 0.12 1.00 -1.10 -0.710
H -4.17 1.81 0.66 0.198
H -3.53 0.20 0.81 0.214
H -2.67 1.53 1.55 0.231
H -4.20 1.05 2.31 0.206
H -0.99 -0.76 -0.05 0.384
H 0.98 -1.77 0.71 0.240
H 2.53 -2.27 -1.15 0.221
H 0.79 -2.20 -1.73 0.214
H 1.59 -0.80 -2.14 0.208
H 3.20 0.19 0.04 0.219
H 3.01 -0.86 1.34 0.227
H 1.98 0.70 1.35 0.229
H 1.21 1.23 -1.43 0.227
H -0.20 0.56 -2.05 0.245
H -0.42 1.89 -0.76 0.256

Entry 3:
39
Properties=species:S:1:pos:R:3:nbo_charge:R:1 method="wB97M-V/def2-TZVPD" total_charge=+4 gap_ev=2.83 e_tot_ev=-54975.9581 lumo_energy_ev=-17.3 e_above_lowest_kj_mol=0.0 homo_energy_ev=-20.085
C 3.98 -2.85 0.51 -0.085
C 4.66 -1.96 -0.23 -0.311
Si 3.91 -0.40 -1.14 1.766
N 4.33 -1.16 -2.62 -0.655
C 3.79 -1.22 -3.74 0.114
S 3.23 -1.41 -5.14 0.770
O 2.35 -0.07 -0.90 -1.211
Si 1.96 0.66 0.60 1.461
S 2.39 2.74 0.42 -0.346
C 0.24 0.31 1.28 -0.911
C -0.69 1.50 1.60 -0.396
C -1.37 2.40 0.53 -0.422
C -2.78 1.92 0.15 -0.352
C -2.98 0.59 -0.59 -0.506
C -3.78 -0.47 0.23 -0.054
O -2.93 -1.31 0.93 -0.528
C -2.60 -2.52 0.24 -0.264
H 2.92 -3.06 0.37 0.274
H 4.51 -3.36 1.33 0.326
H 5.74 -2.05 -0.41 0.333
H 4.72 0.81 -0.94 -0.051
H 2.99 0.07 1.50 -0.196
H 2.29 2.82 -0.91 0.174
H 0.48 -0.09 2.27 0.288
H -0.25 -0.51 0.74 0.257
H -1.50 1.10 2.22 0.231
H -0.12 2.17 2.24 0.258
H -0.79 2.56 -0.38 0.258
H -1.50 3.38 0.99 0.249
H -3.45 1.95 1.10 0.191
H -3.14 2.76 -0.58 0.056
H -1.99 0.22 -0.87 0.281
H -3.52 0.77 -1.54 0.254
H -4.44 -1.02 -0.44 0.224
H -4.40 0.04 0.98 0.173
H -1.87 -3.03 0.86 0.218
H -2.18 -2.31 -0.75 0.160
H -3.48 -3.15 0.14 0.219
Hf -4.73 3.16 -0.06 1.751